1.
{"formula": "C4H4", "method": "wB97M-V/def2-TZVPD", "lumo_ev": 1.081, "molar_mass_g_mol": 52.1, "e_above_lowest_kj_mol": 239.0, "homo_energy_ev": -10.65, "homo_lumo_gap_ev": 11.7, "smiles": "C#C.C#C", "symbols": ["C", "C", "H", "H", "C", "C", "H", "H"], "positions_angstrom": [[0.844, 3.112, -0.509], [1.478, 2.215, -1.021], [0.508, 4.095, -0.212], [2.172, 1.233, -1.214], [-1.617, -2.578, 1.225], [-0.874, -2.668, 0.277], [-2.270, -2.648, 2.044], [-0.242, -2.762, -0.591]]}

***

2.
{"formula": "C4H6O2", "method": "wB97M-V/def2-TZVPD", "lumo_ev": 0.342, "molar_mass_g_mol": 86.1, "e_above_lowest_kj_mol": 188.5, "homo_energy_ev": -9.68, "homo_lumo_gap_ev": 10.0, "smiles": "CO/C=C\\C=O", "symbols": ["C", "O", "C", "C", "C", "O", "H", "H", "H", "H", "H", "H"], "positions_angstrom": [[-1.549, -0.553, 0.189], [-0.435, -0.825, 1.041], [0.792, -0.858, 0.471], [1.324, 0.107, -0.293], [0.733, 1.448, -0.413], [1.092, 2.285, -1.213], [-1.885, -1.483, -0.286], [-2.343, -0.149, 0.821], [-1.306, 0.173, -0.593], [1.346, -1.764, 0.719], [2.274, -0.067, -0.785], [-0.045, 1.686, 0.342]]}

***

3.
{"formula": "C15H42F4IO7P", "method": "wB97M-V/def2-TZVPD", "lumo_ev": 0.401, "molar_mass_g_mol": 568.4, "e_above_lowest_kj_mol": 0.0, "homo_energy_ev": -8.91, "homo_lumo_gap_ev": 9.3, "smiles": "CC(C)C[C@@H](C)CO[PH2](I)C(F)(F)C(F)F.CO.CO.CO.CO.CO.CO", "symbols": ["C", "C", "C", "C", "C", "C", "C", "O", "P", "I", "C", "F", "F", "C", "F", "F", "H", "H", "H", "H", "H", "H", "H", "H", "H", "H", "H", "H", "H", "H", "H", "H", "H", "H", "C", "O", "H", "H", "H", "H", "C", "O", "H", "H", "H", "H", "C", "O", "H", "H", "H", "H", "C", "O", "H", "H", "H", "H", "C", "O", "H", "H", "H", "H", "C", "O", "H", "H", "H", "H"], "positions_angstrom": [[-2.245, -0.252, 4.117], [-2.486, -0.250, 2.594], [-3.078, -1.610, 2.155], [-1.162, 0.071, 1.891], [-1.215, 0.065, 0.345], [-0.511, 1.323, -0.210], [-0.669, -1.197, -0.316], [0.496, -1.673, 0.382], [1.421, -2.836, -0.351], [2.944, -4.453, -1.717], [1.355, -4.053, 1.114], [2.578, -4.167, 1.668], [0.533, -3.544, 2.049], [0.802, -5.468, 0.721], [1.798, -6.366, 0.693], [-0.074, -5.871, 1.675], [-3.188, -0.143, 4.652], [-1.753, -1.182, 4.391], [-1.559, 0.555, 4.381], [-3.211, 0.543, 2.393], [-4.104, -1.496, 1.798], [-2.495, -2.088, 1.373], [-3.127, -2.297, 3.001], [-0.892, 1.091, 2.178], [-0.379, -0.576, 2.291], [-2.275, 0.120, 0.074], [-0.181, 1.192, -1.237], [0.318, 1.605, 0.431], [-1.224, 2.149, -0.193], [-0.396, -0.943, -1.345], [-1.418, -1.995, -0.336], [2.513, -1.974, -0.413], [0.494, -3.064, -1.373], [0.271, -5.455, -0.233], [1.697, -2.225, 5.056], [0.605, -1.313, 5.101], [2.136, -2.147, 4.064], [2.460, -1.976, 5.799], [1.367, -3.256, 5.212], [0.213, -1.366, 5.977], [0.591, -4.517, -4.855], [-0.396, -3.725, -4.194], [1.296, -4.815, -4.085], [0.150, -5.408, -5.309], [1.120, -3.941, -5.619], [-1.040, -3.437, -4.846], [-1.488, 3.489, -3.318], [-1.374, 2.071, -3.229], [-0.740, 3.912, -2.652], [-1.292, 3.835, -4.337], [-2.480, 3.820, -3.004], [-2.032, 1.682, -3.811], [2.472, 4.135, -0.569], [1.738, 3.542, 0.500], [1.757, 4.376, -1.352], [2.968, 5.055, -0.248], [3.222, 3.453, -0.970], [2.361, 3.327, 1.200], [6.504, 3.063, -0.609], [5.733, 3.847, -1.511], [5.921, 2.175, -0.377], [7.452, 2.750, -1.055], [6.708, 3.602, 0.321], [6.237, 4.636, -1.727], [-5.271, 5.296, -2.331], [-4.796, 3.955, -2.360], [-4.416, 5.933, -2.117], [-5.699, 5.592, -3.292], [-6.019, 5.439, -1.547], [-5.543, 3.378, -2.544]]}

***

Repeat the second record exactly.
{"formula": "C4H6O2", "method": "wB97M-V/def2-TZVPD", "lumo_ev": 0.342, "molar_mass_g_mol": 86.1, "e_above_lowest_kj_mol": 188.5, "homo_energy_ev": -9.68, "homo_lumo_gap_ev": 10.0, "smiles": "CO/C=C\\C=O", "symbols": ["C", "O", "C", "C", "C", "O", "H", "H", "H", "H", "H", "H"], "positions_angstrom": [[-1.549, -0.553, 0.189], [-0.435, -0.825, 1.041], [0.792, -0.858, 0.471], [1.324, 0.107, -0.293], [0.733, 1.448, -0.413], [1.092, 2.285, -1.213], [-1.885, -1.483, -0.286], [-2.343, -0.149, 0.821], [-1.306, 0.173, -0.593], [1.346, -1.764, 0.719], [2.274, -0.067, -0.785], [-0.045, 1.686, 0.342]]}